{"formula": "C18H12FN5O4", "method": "the ωB97M-V functional and the def2-TZVPD basis", "symbols": ["O", "C", "O", "C", "N", "C", "C", "C", "C", "C", "C", "C", "C", "N", "C", "C", "C", "C", "O", "C", "F", "C", "N", "N", "N", "C", "C", "O", "H", "H", "H", "H", "H", "H", "H", "H", "H", "H", "H", "H"], "positions_angstrom": [[1.815, -2.180, -4.454], [2.202, -1.501, -5.402], [2.433, -2.033, -6.622], [2.454, 0.020, -5.199], [1.346, 0.641, -4.477], [0.177, 0.976, -5.222], [-1.042, 1.071, -4.606], [-1.184, 0.787, -3.192], [-2.445, 0.791, -2.612], [-2.529, 0.672, -1.239], [-1.387, 0.524, -0.435], [-1.554, 0.378, 1.017], [-0.550, 0.224, 1.891], [-1.174, 0.093, 3.121], [-0.509, -0.076, 4.353], [0.887, -0.100, 4.456], [1.516, -0.361, 5.655], [0.750, -0.579, 6.793], [1.337, -0.721, 7.999], [-0.637, -0.568, 6.744], [-1.386, -0.685, 7.876], [-1.269, -0.278, 5.543], [-2.507, 0.080, 2.909], [-2.769, 0.337, 1.681], [-0.180, 0.491, -0.999], [-0.026, 0.595, -2.356], [1.278, 0.541, -3.069], [2.367, 0.472, -2.476], [2.172, -2.949, -6.498], [3.387, 0.122, -4.676], [2.621, 0.529, -6.158], [0.215, 1.194, -6.286], [-1.900, 1.330, -5.195], [-3.341, 0.946, -3.228], [-3.514, 0.609, -0.834], [0.497, 0.190, 1.658], [1.529, 0.029, 3.597], [2.609, -0.337, 5.765], [0.666, -0.923, 8.685], [-2.356, -0.352, 5.492]], "atomic_forces_ev_per_a": [[0.5, 1.0, -1.9], [-0.7, -0.4, 2.2], [0.0, 1.0, 0.6], [-0.2, -0.3, -1.0], [-2.1, 0.0, -0.9], [-0.9, -0.2, 1.5], [1.9, -0.6, -0.4], [1.3, 0.2, -0.1], [-0.1, 0.3, 0.8], [-0.4, -0.4, -0.8], [-0.3, 0.2, -1.5], [-0.3, 0.3, -0.9], [0.0, 0.0, 1.3], [0.9, -0.2, -2.4], [-0.5, -0.6, 2.2], [-0.3, -0.1, -0.6], [0.0, 0.1, 0.7], [-0.3, 0.1, 1.0], [0.2, -0.4, 0.9], [-0.5, 0.9, -1.6], [0.7, -0.2, -0.4], [0.0, -0.6, -0.8], [-0.4, 0.8, 1.5], [1.2, -0.8, -0.3], [1.1, -0.1, -0.8], [-2.8, 0.4, -0.3], [3.4, 0.1, 1.6], [-1.9, -0.2, -0.6], [0.0, -0.6, -0.2], [0.2, 0.0, 0.6], [-0.4, -0.1, 0.2], [0.7, -0.2, 0.2], [-0.2, 0.1, -0.1], [0.4, -0.2, 0.3], [-0.4, 0.2, 0.7], [0.1, 0.0, 0.4], [-0.2, 0.1, -0.2], [-0.6, -0.1, -0.2], [0.5, 0.2, -0.6], [0.3, 0.3, 0.0]], "total_energy_ha": -1367.7273, "smiles": "O=C(O)Cn1ccc2ccc(-c3cn(-c4ccc(O)c(F)c4)nn3)nc2c1=O", "total_charge": 0}

=====

{"formula": "C38H59N3O14", "method": "the ωB97M-V functional and the def2-TZVPD basis", "symbols": ["C", "C", "C", "N", "C", "H", "H", "H", "H", "H", "C", "C", "C", "N", "C", "H", "H", "H", "H", "H", "C", "C", "C", "N", "C", "H", "H", "H", "H", "H", "O", "C", "C", "C", "C", "O", "H", "H", "H", "H", "H", "H", "O", "C", "C", "C", "C", "O", "H", "H", "H", "H", "H", "H", "O", "C", "C", "C", "C", "O", "H", "H", "H", "H", "H", "H", "O", "C", "C", "C", "C", "O", "H", "H", "H", "H", "H", "H", "O", "C", "C", "C", "C", "O", "H", "H", "H", "H", "H", "H", "O", "C", "C", "C", "C", "O", "H", "H", "H", "H", "H", "H", "C", "O", "H", "H", "H", "H", "C", "O", "H", "H", "H", "H"], "positions_angstrom": [[3.374, 4.777, 2.519], [3.343, 3.755, 1.560], [2.543, 4.103, 0.474], [1.910, 5.258, 0.787], [2.464, 5.686, 2.056], [3.875, 4.793, 3.475], [3.943, 2.859, 1.618], [2.293, 3.596, -0.446], [1.222, 5.756, 0.240], [2.080, 6.548, 2.581], [0.747, 0.321, 4.057], [0.950, 1.582, 4.571], [1.145, 1.564, 5.972], [0.982, 0.270, 6.316], [0.805, -0.474, 5.163], [0.598, -0.143, 3.093], [0.956, 2.458, 3.939], [1.398, 2.324, 6.696], [1.048, -0.062, 7.268], [0.654, -1.528, 5.346], [-1.193, 0.739, 0.105], [-0.115, 1.610, 0.391], [0.961, 0.776, 0.519], [0.612, -0.508, 0.313], [-0.742, -0.529, 0.122], [-2.183, 1.054, -0.194], [-0.065, 2.688, 0.428], [1.965, 1.003, 0.846], [1.224, -1.311, 0.311], [-1.328, -1.393, -0.154], [-5.315, 0.404, 1.957], [-4.363, 0.451, 2.691], [-3.456, 1.670, 3.041], [-2.924, 1.200, 4.460], [-2.743, -0.284, 4.182], [-3.852, -0.599, 3.331], [-2.603, 1.749, 2.368], [-4.031, 2.592, 2.957], [-2.021, 1.759, 4.706], [-3.701, 1.363, 5.207], [-1.790, -0.599, 3.755], [-2.881, -0.750, 5.158], [0.051, 6.723, -1.351], [-0.635, 5.836, -1.867], [-0.740, 5.401, -3.362], [-1.272, 4.015, -3.107], [-2.121, 4.149, -1.812], [-1.452, 5.099, -1.061], [-1.448, 6.108, -3.794], [0.274, 5.335, -3.756], [-1.855, 3.651, -3.952], [-0.405, 3.357, -3.049], [-3.163, 4.439, -1.944], [-2.108, 3.127, -1.432], [-0.832, 1.181, -6.179], [-1.379, 0.618, -5.227], [-1.200, -0.871, -4.876], [-1.527, -0.802, -3.439], [-2.572, 0.306, -3.315], [-2.111, 1.214, -4.378], [-1.850, -1.430, -5.549], [-0.202, -1.214, -5.149], [-1.785, -1.705, -2.886], [-0.646, -0.437, -2.912], [-3.614, 0.030, -3.477], [-2.581, 0.760, -2.324], [1.597, -5.075, -4.939], [1.133, -4.962, -3.807], [1.099, -3.702, -2.910], [-0.034, -4.100, -1.979], [-0.061, -5.607, -1.928], [0.483, -6.022, -3.147], [2.089, -3.734, -2.454], [1.010, -2.789, -3.499], [0.191, -3.726, -0.980], [-0.987, -3.685, -2.307], [0.549, -5.844, -1.056], [-1.014, -6.119, -1.792], [6.679, 1.027, -1.548], [5.894, 0.159, -1.806], [4.473, 0.436, -2.160], [3.679, -0.784, -1.607], [4.776, -1.867, -1.708], [6.044, -1.168, -1.693], [4.065, 1.312, -1.655], [4.325, 0.600, -3.227], [3.348, -0.602, -0.585], [2.733, -1.000, -2.104], [4.749, -2.516, -0.833], [4.816, -2.348, -2.685], [1.960, -2.779, 0.907], [2.339, -3.747, 1.544], [2.598, -5.182, 1.042], [2.670, -5.963, 2.374], [3.013, -4.928, 3.452], [2.364, -3.788, 2.905], [1.839, -5.529, 0.342], [3.619, -5.097, 0.670], [1.710, -6.444, 2.560], [3.467, -6.706, 2.377], [2.547, -5.398, 4.318], [4.075, -4.711, 3.565], [-4.922, 2.380, -0.449], [-4.688, 1.999, -1.775], [-5.864, 1.957, -0.100], [-4.116, 1.991, 0.172], [-5.018, 3.451, -0.274], [-5.103, 2.616, -2.383], [-4.222, -1.976, -0.130], [-3.540, -3.055, -0.811], [-3.968, -1.043, -0.632], [-5.289, -2.183, -0.049], [-3.745, -1.975, 0.850], [-3.975, -3.188, -1.656]], "atomic_forces_ev_per_a": [[-1.4, 0.2, -0.6], [0.9, -1.3, -1.5], [-0.1, -0.5, 1.0], [1.6, 1.1, 2.9], [-1.5, 0.4, -1.2], [0.0, 0.0, -0.2], [0.0, 0.0, -0.2], [0.2, -0.2, 0.1], [0.1, 0.1, 0.0], [0.0, 0.1, -0.4], [0.1, -1.9, 1.1], [0.6, 3.0, 0.5], [-0.6, 0.3, -2.2], [0.4, -0.5, -0.4], [-0.5, -1.6, 2.1], [0.0, 0.8, -0.3], [0.2, 0.3, 0.2], [-0.2, 0.0, -0.2], [0.0, -0.2, -0.4], [0.0, -0.1, -0.5], [-0.9, 1.5, -0.1], [0.3, -0.2, -0.2], [1.6, 0.8, 0.4], [-1.0, -0.2, 0.1], [-0.3, -1.3, -0.9], [-0.1, -0.2, 0.3], [-0.2, -0.1, 0.2], [0.0, 0.2, -0.2], [-0.2, 0.2, 0.3], [0.4, -0.3, 0.1], [0.3, -0.3, 0.5], [1.2, 1.6, -0.5], [-0.6, -0.8, 1.0], [-0.1, 1.4, -2.0], [-0.4, 0.7, 1.2], [-0.3, -1.5, 0.0], [-0.1, -0.3, -0.2], [0.1, 0.0, 0.4], [0.0, -0.3, 0.2], [0.1, -0.1, 0.1], [-0.2, 0.2, -0.2], [0.0, -0.7, -0.3], [-1.3, -2.0, -1.3], [1.6, 2.3, 1.3], [0.3, 0.0, 2.6], [-1.3, 0.1, -1.4], [0.3, -2.1, -2.0], [0.9, 0.8, 0.3], [0.3, -0.1, -0.5], [-0.3, 0.7, -0.4], [-0.1, -0.1, 0.2], [-0.3, -0.3, 0.6], [0.0, 0.1, -0.3], [-0.1, 0.3, 1.0], [-1.2, -0.8, 1.7], [3.5, -1.0, -4.1], [0.1, 0.6, -1.4], [-0.3, -0.5, 1.9], [0.5, -0.4, -0.2], [-2.5, 1.6, 2.7], [-0.5, -0.1, 0.3], [0.1, 0.3, 0.2], [-0.3, -0.1, -0.3], [0.2, 0.1, 0.1], [0.1, -0.1, -0.5], [0.4, 0.5, -0.4], [-1.1, 0.0, 3.0], [0.3, -0.4, -2.3], [0.0, -2.0, -0.8], [-0.5, 1.6, 1.0], [0.2, 0.4, 0.6], [1.5, 0.5, -1.7], [0.0, 0.3, 0.4], [-0.2, -0.2, 0.1], [-0.4, 0.2, 0.1], [0.1, 0.0, 0.0], [0.4, -0.8, -0.3], [-0.1, 0.4, -0.1], [0.8, -1.0, -0.3], [-1.0, 1.3, 0.6], [-2.4, 0.0, 0.4], [0.7, 0.2, -0.5], [-0.2, 0.7, -0.2], [0.9, -0.1, 0.7], [0.6, 0.3, -0.1], [0.2, -0.2, -0.1], [0.5, 0.0, 0.2], [0.3, -0.2, -0.5], [0.2, -0.3, -0.4], [-0.6, -0.6, 0.3], [1.2, -1.6, 1.1], [-1.9, -0.7, 0.1], [0.9, 0.9, 1.5], [0.9, -0.6, -0.9], [-0.8, -1.4, -1.8], [-0.1, 2.2, 0.2], [0.5, 0.2, -0.1], [-0.1, -0.4, -0.8], [0.1, 0.0, 0.2], [-0.3, -0.3, -0.3], [0.1, 1.3, 0.6], [-0.1, -0.2, 0.2], [-0.7, 0.0, 0.9], [0.5, 0.0, -0.9], [0.1, -0.2, 0.2], [-0.1, 0.0, 0.0], [0.3, 0.3, -0.3], [-0.1, 0.0, 0.1], [1.1, -0.7, 0.0], [-0.2, 0.1, -0.1], [-0.5, 0.2, 0.0], [0.0, 0.3, 0.0], [-0.4, 0.2, 0.1], [0.0, -0.1, -0.1]], "total_energy_ha": -2700.9100, "smiles": "c1cc[nH]c1.c1cc[nH]c1.c1cc[nH]c1.O=C1CCCO1.O=C1CCCO1.O=C1CCCO1.O=C1CCCO1.O=C1CCCO1.O=C1CCCO1.CO.CO", "total_charge": 0}

=====

{"formula": "C4H6O2", "method": "the ωB97M-V functional and the def2-TZVPD basis", "symbols": ["C", "C", "O", "C", "C", "O", "H", "H", "H", "H", "H", "H"], "positions_angstrom": [[1.053, -0.961, 0.189], [0.643, 0.364, -0.419], [-0.034, 0.231, -1.660], [-0.739, 0.848, -0.605], [-1.500, 0.232, 0.507], [-1.596, 0.905, 1.509], [0.970, -0.985, 1.280], [0.469, -1.786, -0.235], [2.100, -1.131, -0.078], [1.303, 1.203, -0.217], [-0.899, 1.916, -0.748], [-1.770, -0.837, 0.478]], "atomic_forces_ev_per_a": [[0.0, 0.0, 0.0], [0.5, 0.1, 0.1], [-0.2, -0.1, -0.1], [0.0, 0.2, 0.4], [-0.2, 0.1, 0.3], [-0.6, -0.4, -0.3], [0.0, 0.1, -0.1], [0.0, 0.3, 0.1], [-0.1, 0.0, 0.1], [0.5, -0.1, -0.7], [0.1, -0.1, 0.3], [-0.2, 0.0, -0.1]], "total_energy_ha": -306.4139, "smiles": "C[C@H]1O[C@H]1C=O", "total_charge": 0}

=====

{"formula": "C3H6O2", "method": "the ωB97M-V functional and the def2-TZVPD basis", "symbols": ["C", "C", "O", "C", "O", "H", "H", "H", "H", "H", "H"], "positions_angstrom": [[-0.641, 0.817, -0.291], [-0.874, -0.547, 0.144], [0.366, -1.050, -0.482], [1.167, -0.231, -0.002], [0.772, 1.100, -0.123], [-1.105, 0.752, -1.258], [-1.112, 1.443, 0.413], [-1.695, -0.924, -0.302], [-0.670, -0.673, 1.331], [2.324, -0.366, -0.400], [1.468, -0.322, 0.972]], "atomic_forces_ev_per_a": [[-0.6, 2.0, 1.0], [4.6, -0.5, 3.8], [-5.2, -5.0, -1.9], [10.8, 3.3, -0.1], [-2.3, -0.2, -1.5], [0.6, 1.4, -1.1], [-1.1, 1.4, 0.1], [-2.7, -1.9, -0.9], [-1.2, -0.1, -2.6], [-2.7, 0.3, -0.3], [-0.2, -0.8, 3.5]], "total_energy_ha": -268.2665, "smiles": "C1COCO1", "total_charge": 0}

=====

Calculated energy relative to the best compared isomer or geometry (same formula, charge and spin) in order - 3.6 99.5 58.0 87.0 kcal per mole
Calculated molecular weight in order - 381.32 781.90 86.09 74.08 g/mol
Calculated Kohn-Sham gap in order - 8.181 7.782 11.077 10.429 eV